No. 1
Below is a structure of composition C32H39Cl3O2PPdSi2Te, with properties calculated with the ωB97M-V functional and the def2-TZVPD basis.

Cartesian coordinates (Å):
Pd: 1.12361 0.05170 0.32004
Cl: -5.15968 -0.85241 -3.19834
C: -3.63273 -0.36569 -2.54274
C: -2.93796 -1.22341 -1.71581
C: -1.71734 -0.82556 -1.19133
Cl: -0.91076 -2.00636 -0.17403
C: -1.15584 0.43116 -1.46506
O: -0.00504 0.92797 -1.02477
C: -1.90452 1.25798 -2.32625
Cl: -1.26719 2.81562 -2.73187
C: -3.11998 0.88062 -2.85726
H: -3.33446 -2.19836 -1.47198
H: -3.65760 1.55253 -3.51056
O: -0.15191 0.60689 2.00427
P: 1.07437 0.89048 2.85257
C: 2.28692 -0.35263 2.30904
C: 1.91799 -1.70551 2.47002
C: 2.85562 -2.70740 2.30079
C: 4.16226 -2.37721 1.96104
C: 4.53453 -1.05727 1.75062
C: 3.60444 -0.04527 1.92601
C: 1.72110 2.53245 2.56236
C: 1.19156 3.28134 1.51583
C: 1.62212 4.58677 1.32444
C: 2.58876 5.13124 2.15667
C: 3.12609 4.37903 3.19607
C: 2.68506 3.08434 3.40799
C: 0.84232 0.71595 4.61276
C: 1.82047 0.14385 5.42219
C: 1.62978 0.08484 6.79430
C: 0.46039 0.58452 7.35037
C: -0.52157 1.14331 6.54201
C: -0.33338 1.21516 5.17211
H: 0.89871 -1.94394 2.75268
H: 2.57467 -3.74244 2.44281
H: 4.89729 -3.16452 1.84733
H: 5.55045 -0.81661 1.46593
H: 3.89107 0.99230 1.79873
H: 0.44659 2.85070 0.85590
H: 1.20171 5.17073 0.51642
H: 2.92398 6.14842 2.00113
H: 3.87028 4.80888 3.85320
H: 3.07241 2.51723 4.24798
H: 2.72792 -0.26132 4.98776
H: 2.38812 -0.35625 7.42701
H: 0.31093 0.53303 8.42068
H: -1.43462 1.52139 6.98172
H: -1.09881 1.64714 4.53822
C: 1.21161 -4.01694 -3.03061
Si: 3.03161 -3.75326 -2.71176
C: 3.86573 -5.32453 -2.14709
C: 3.88451 -3.02715 -4.20816
C: 3.19662 -2.49465 -1.29932
Te: 2.32080 -0.62547 -1.79169
C: 4.06590 0.58395 -1.77648
Si: 3.85081 2.19801 -2.76671
C: 2.72907 3.29553 -1.76454
C: 5.55170 2.93226 -2.98442
C: 3.07810 1.77526 -4.41407
H: 1.06803 -4.76766 -3.81124
H: 0.71539 -3.10301 -3.36755
H: 0.69016 -4.36559 -2.13638
H: 3.80667 -6.09341 -2.92068
H: 3.39049 -5.72675 -1.24935
H: 4.92282 -5.15834 -1.92775
H: 3.82217 -3.71438 -5.05507
H: 4.94401 -2.83882 -4.01823
H: 3.42172 -2.08949 -4.52958
H: 4.23976 -2.29406 -1.04807
H: 2.69206 -2.84104 -0.39711
H: 4.85207 -0.04376 -2.20518
H: 4.31275 0.77913 -0.73246
H: 3.18464 3.54378 -0.80354
H: 1.76762 2.80852 -1.57221
H: 2.52103 4.23015 -2.29117
H: 6.04050 3.12273 -2.02658
H: 5.49529 3.88128 -3.52199
H: 6.19104 2.26202 -3.56388
H: 2.02985 1.48218 -4.32320
H: 3.61640 0.97044 -4.92223
H: 3.11130 2.64850 -5.07019

Forces on the atoms, in the same order (eV/Å):
Pd -0.14 -0.32 0.23
Cl -0.01 -0.02 0.00
C -0.06 -0.08 0.01
C -0.01 0.05 -0.03
C 0.03 0.01 -0.02
Cl 0.06 0.16 -0.10
C 0.03 0.00 -0.02
O -0.01 -0.04 0.03
C -0.11 -0.08 -0.02
Cl 0.06 0.00 0.03
C 0.07 0.03 0.02
H -0.01 0.01 -0.02
H 0.00 0.00 0.01
O 0.14 0.10 -0.04
P -0.03 0.18 0.08
C 0.16 0.04 0.09
C -0.08 0.04 -0.11
C -0.04 0.00 0.00
C 0.05 -0.08 0.00
C -0.02 0.05 -0.03
C -0.04 0.08 -0.04
C 0.07 -0.04 0.08
C -0.01 0.03 -0.07
C 0.02 -0.01 -0.03
C 0.00 -0.01 0.00
C -0.01 0.00 -0.01
C 0.01 0.03 0.06
C -0.06 -0.14 -0.05
C 0.03 -0.02 -0.01
C -0.02 0.01 0.00
C 0.02 -0.01 0.00
C 0.00 0.00 0.02
C -0.03 0.02 -0.01
H 0.01 -0.01 0.03
H 0.00 0.01 0.00
H 0.00 0.01 0.00
H -0.01 0.01 0.01
H 0.00 0.02 0.03
H -0.04 0.01 0.05
H 0.01 0.02 0.01
H -0.01 0.00 0.01
H 0.00 0.01 -0.02
H -0.02 -0.01 -0.03
H -0.01 0.01 0.00
H 0.00 0.00 0.00
H -0.01 0.00 0.00
H 0.00 0.00 -0.01
H 0.01 -0.01 0.00
C 0.00 0.00 -0.03
Si -0.01 0.01 -0.02
C -0.01 0.00 -0.01
C -0.02 -0.02 -0.04
C 0.11 0.05 0.05
Te -0.10 0.02 -0.11
C 0.07 -0.07 0.04
Si -0.08 -0.02 -0.02
C -0.03 -0.01 -0.02
C 0.00 -0.04 -0.01
C 0.06 0.03 -0.04
H 0.00 0.01 0.01
H 0.01 0.01 0.00
H 0.02 -0.01 0.01
H 0.00 0.01 0.00
H 0.01 0.01 -0.01
H -0.01 0.00 0.00
H 0.01 0.00 0.01
H -0.01 0.00 0.01
H 0.00 0.00 0.02
H 0.00 -0.03 0.02
H -0.01 -0.03 -0.01
H -0.02 0.02 -0.04
H 0.05 -0.02 -0.03
H 0.00 0.02 0.01
H -0.01 0.00 -0.01
H 0.02 0.00 0.01
H -0.01 -0.01 -0.01
H -0.01 -0.01 0.00
H 0.01 0.03 0.01
H 0.01 0.00 0.03
H -0.01 0.01 0.01
H -0.01 -0.01 0.00

Values from the calculation:
- 2S+1 = 1
- charge = +1
- gap between HOMO and LUMO (eV) = 6.216
- E_tot (eV) = -111294.1688
- F_max (eV/Å) = 0.42
- ΔE to the lowest compared entry with this formula, charge and spin (kJ/mol) = 54.2

No. 2
Below is a cluster of 3 separate species, C32H39F9N7O13S2 in total at a distorted geometry, with properties calculated with the ωB97M-V functional and the def2-TZVPD basis.

Cartesian coordinates (Å):
N: -5.99463 -3.52260 3.45512
C: -5.05306 -3.59222 2.29341
C: -3.92154 -2.49039 2.50193
C: -2.78402 -2.63827 1.44481
C: -2.37180 -1.37074 0.62599
C: -1.65336 -0.20791 1.41762
C: -1.85469 -0.02304 2.94991
N: -1.41630 -1.13581 3.81090
N: -0.90412 1.11624 3.33780
N: -3.17827 0.50578 3.35157
C: -3.79743 -0.77798 0.18286
O: -4.20081 0.33863 0.54551
O: -4.56969 -1.52939 -0.52045
N: -1.47876 -1.65191 -0.53815
C: -1.79884 -1.00946 -1.80365
C: -1.62106 0.57741 -1.81241
C: -1.02347 1.10819 -3.17297
C: 0.12334 2.13738 -2.79012
C: -0.38758 3.33285 -1.89723
C: 0.05946 3.24839 -0.39007
C: 0.39226 4.65685 0.26252
S: -0.88549 5.02733 1.54250
C: -0.17113 4.76980 3.15557
N: 0.98598 5.22207 3.66044
N: 1.17055 4.80188 4.91563
C: 0.09548 4.05746 5.23649
O: -0.72598 4.05225 4.17597
S: -0.59954 -3.02365 -0.58876
O: 0.35630 -3.02469 -1.71640
O: -1.36960 -4.24321 -0.81962
C: 0.53499 -3.35029 0.85561
F: 0.45698 -2.46400 1.88861
F: 0.09309 -4.54325 1.39600
C: 2.03586 -3.63012 0.50347
F: 2.20108 -4.72111 -0.30472
F: 2.61991 -4.01836 1.69819
C: 2.93518 -2.47787 -0.07371
F: 4.19007 -2.63478 0.49658
F: 3.17898 -2.56294 -1.41153
C: 2.54354 -0.98705 0.21206
F: 3.54065 -0.22474 -0.38661
F: 2.59988 -0.64791 1.56001
F: 1.41461 -0.56449 -0.36882
H: -6.16633 -2.52879 3.62231
H: -5.49999 -3.89339 4.27118
H: -4.57478 -4.59714 2.24638
H: -5.61093 -3.30543 1.37468
H: -3.48955 -2.72536 3.51362
H: -4.44181 -1.51872 2.59539
H: -1.94605 -3.18297 1.93928
H: -3.19560 -3.35375 0.68216
H: -0.54743 -0.33394 1.25024
H: -1.85945 0.78969 0.94700
H: -0.44615 -1.01121 4.09585
H: -1.96414 -1.08906 4.67432
H: -1.14880 1.92025 2.74560
H: 0.02766 0.81818 3.01504
H: -3.41587 1.29269 2.73616
H: -2.97886 0.96851 4.24907
H: -1.09000 -1.30654 -2.62312
H: -2.78898 -1.29534 -2.24856
H: -0.83586 0.77504 -1.03540
H: -2.57331 1.08727 -1.54498
H: -1.76982 1.68487 -3.75522
H: -0.52404 0.32863 -3.79332
H: 0.60999 2.49970 -3.73155
H: 0.94590 1.63066 -2.21438
H: -1.50316 3.41556 -1.93618
H: 0.02965 4.27989 -2.33190
H: 0.92932 2.57595 -0.20381
H: -0.80158 2.80433 0.17263
H: 1.38242 4.59764 0.77664
H: 0.46526 5.47034 -0.49503
H: -0.06329 3.54825 6.19698
C: 6.77686 -1.32324 4.52145
C: 8.03803 -0.93422 4.31565
C: 8.41146 -0.07104 3.15330
O: 9.57297 0.27353 3.01850
C: 7.35848 0.31930 2.22184
C: 6.09366 -0.07165 2.42287
C: 5.71530 -0.91341 3.60205
O: 4.55345 -1.23205 3.75953
O: 5.11196 0.27237 1.57976
O: 9.03420 -1.29829 5.14381
H: 6.49492 -1.94546 5.35965
H: 7.64509 0.92876 1.37619
H: 4.29223 -0.12583 1.91368
H: 9.84056 -0.88798 4.77684
C: -0.35137 1.14229 -7.45196
C: -0.58269 0.43384 -8.56134
C: -1.95674 0.31090 -9.13880
O: -2.11622 -0.32941 -10.16226
C: -3.05693 0.96822 -8.43845
C: -2.82672 1.67432 -7.32627
C: -1.44841 1.81976 -6.76459
O: -1.28204 2.48676 -5.76074
O: -3.82018 2.28566 -6.66255
O: 0.40669 -0.20109 -9.21250
H: 0.63779 1.24027 -7.02603
H: -4.04801 0.85731 -8.85584
H: -3.39587 2.72527 -5.90066
H: -0.01994 -0.63505 -9.97606

Forces on the atoms, in the same order (eV/Å):
N 0.50 -0.39 -0.48
C 0.53 1.50 0.51
C -0.28 -1.33 0.62
C -0.30 -0.84 -0.62
C -0.95 1.45 1.55
C 0.65 -0.41 0.05
C 0.99 2.12 0.61
N -0.90 -0.11 -0.09
N 0.24 -0.38 -0.77
N 0.70 -0.14 0.24
C -3.20 -1.10 -2.25
O 1.72 0.63 0.87
O 2.31 -0.07 0.91
N 0.02 -0.83 0.95
C 0.37 1.24 -3.03
C 0.52 -1.03 0.14
C 0.86 1.00 1.29
C -0.10 -0.16 -0.16
C 0.66 0.20 -0.22
C -0.59 0.26 0.14
C 0.77 -1.33 0.36
S -0.21 0.32 0.80
C 3.00 0.34 2.51
N -0.73 0.61 -2.48
N -1.77 -1.75 1.29
C 2.31 2.17 -1.75
O -2.15 -1.27 -0.33
S -0.62 -2.90 -5.60
O 0.17 1.98 1.82
O -0.15 1.27 2.26
C -0.99 -1.24 2.18
F 0.50 -0.12 -1.19
F 0.52 1.04 -0.77
C 1.11 -1.36 0.10
F -0.66 1.24 0.47
F -0.79 0.80 -0.79
C 1.60 0.28 -0.40
F -1.18 0.25 -0.16
F -0.98 -0.15 1.22
C 1.50 2.16 -0.76
F -1.27 -1.09 0.75
F -0.90 -0.88 -1.89
F 0.53 -0.81 1.18
H 0.00 -0.38 0.13
H -0.26 0.35 -0.21
H -0.59 0.60 -0.18
H 0.46 -0.62 0.43
H -0.30 0.44 -0.82
H 0.63 -0.32 -0.41
H -0.34 0.68 -0.36
H 0.47 0.77 0.47
H -0.92 -0.08 0.44
H -0.29 -1.05 0.34
H -0.25 0.10 -0.25
H 0.16 -0.08 -0.40
H 0.18 -0.23 0.26
H -0.23 0.36 0.16
H -0.14 -0.78 -0.23
H -0.16 -0.34 -0.25
H -0.27 -0.31 1.27
H 0.58 0.08 1.17
H -0.89 -0.03 -0.52
H 0.72 -0.34 -0.03
H 0.40 -0.70 0.28
H -0.72 0.30 0.36
H -0.52 -0.06 0.73
H -0.80 0.14 -0.54
H 0.88 -0.06 -0.04
H -0.40 -0.70 0.36
H -0.53 0.42 -0.50
H 0.86 0.29 -0.34
H -0.82 0.21 -0.31
H -0.45 -0.42 0.77
H -0.40 0.26 -0.97
C -0.22 0.01 -0.08
C 0.04 -0.45 0.67
C -0.18 0.37 -0.64
O 0.08 -0.22 0.33
C 0.37 -0.04 0.18
C -0.24 0.47 -0.78
C 0.04 -0.36 0.50
O 0.01 0.18 -0.24
O 0.83 -0.17 0.86
O -0.05 0.41 -0.60
H 0.01 0.01 -0.01
H -0.03 0.00 0.01
H -0.06 -0.01 0.10
H -0.02 -0.03 0.05
C -0.11 0.17 0.21
C 0.81 -0.11 0.11
C -0.70 0.10 0.02
O 0.38 -0.05 0.02
C 0.16 -0.17 -0.26
C -0.87 0.08 -0.04
C 0.66 -0.11 0.03
O -0.34 0.19 -0.33
O 0.83 -0.07 0.02
O -0.75 0.12 -0.10
H -0.01 -0.02 -0.01
H 0.01 0.01 0.03
H -0.12 -0.01 0.01
H 0.07 -0.01 0.03

Values from the calculation:
- 2S+1 = 1
- charge = -1
- gap between HOMO and LUMO (eV) = 4.867
- E_tot (eV) = -116988.7904
- F_max (eV/Å) = 6.33
- ΔE to the lowest compared entry with this formula, charge and spin (kJ/mol) = 357.0

- Look up the gap between HOMO and LUMO of the first one.
  6.216 eV

- Look up the F_max of the first one.
  0.42 eV/Å

- Which of these has the highest charge?
  C32H39Cl3O2PPdSi2Te

- ΔE to the lowest compared entry with this formula, charge and spin of number 1 (C32H39Cl3O2PPdSi2Te)?
  54.2 kJ/mol